(1)
Here is C31H40MgN6O2SeSi as an isolated structure from the OMol25 dataset. Energies are from wB97M-V/def2-TZVPD.

Summary:
LUMO energy: -0.547 eV
Energy above the lowest of the compared OMol25 structures with the same formula, charge and spin: 26.4 kcal/mol
Energy: -4575.533040 Eh
Charge: 0

Last column: Löwdin charge in e.
Positions of all 82 atoms, in Å:
Mg 1.683 1.031 0.584  0.625
O -0.395 -1.923 1.605  0.059
C 0.475 -1.217 1.132  -0.657
O 1.205 -0.363 1.775  -0.124
C 0.635 -1.233 -0.411  -0.291
C -0.100 -2.214 -1.141  -0.027
C -0.150 -2.132 -2.487  0.008
C 0.529 -1.069 -3.159  -0.145
C 0.552 -0.936 -4.560  -0.028
C 1.174 0.130 -5.159  -0.085
C 1.793 1.111 -4.368  -0.080
C 1.788 0.999 -3.001  -0.039
C 1.170 -0.099 -2.371  -0.214
N 1.166 -0.172 -1.000  0.064
H -0.580 -2.995 -0.574  0.110
H -0.689 -2.866 -3.073  0.121
H 0.068 -1.696 -5.161  0.115
H 1.190 0.217 -6.237  0.102
H 2.281 1.955 -4.839  0.103
H 2.274 1.749 -2.385  0.088
C 4.531 0.312 -0.630  -0.082
N 3.892 1.026 0.491  -0.302
C 4.261 0.341 1.749  -0.066
C 4.326 2.426 0.485  -0.189
C 3.484 3.278 1.414  -0.176
N 2.041 3.154 1.109  -0.306
C 1.692 3.976 -0.061  -0.062
C 1.263 3.620 2.267  -0.066
H 5.622 0.371 -0.541  0.101
H 4.229 0.763 -1.575  0.076
H 4.225 -0.733 -0.618  -0.020
H 5.341 0.421 1.921  0.103
H 3.969 -0.707 1.667  0.048
H 3.730 0.770 2.600  0.089
H 4.245 2.795 -0.541  0.116
H 5.384 2.510 0.766  0.135
H 3.793 4.328 1.351  0.133
H 3.629 2.964 2.448  0.120
H 1.897 5.035 0.136  0.102
H 0.633 3.854 -0.283  0.081
H 2.270 3.670 -0.932  0.081
H 1.555 4.638 2.546  0.101
H 1.432 2.957 3.116  0.103
H 0.204 3.612 2.020  0.079
N -5.595 1.189 -0.802  0.168
C -6.923 1.096 -0.439  -0.190
C -8.095 0.969 -1.181  -0.023
C -9.272 0.908 -0.464  -0.093
C -9.286 0.971 0.941  -0.091
C -8.120 1.094 1.666  -0.013
C -6.919 1.155 0.959  -0.223
N -5.621 1.270 1.429  0.185
C -4.875 1.282 0.361  -0.279
C -3.411 1.393 0.390  -0.118
C -2.656 1.655 -0.749  0.011
C -1.282 1.746 -0.632  -0.113
N -0.634 1.597 0.525  0.029
C -1.364 1.325 1.613  -0.100
C -2.741 1.225 1.596  0.032
H -5.224 1.113 -1.731  0.152
H -8.089 0.920 -2.261  0.108
H -10.209 0.808 -0.995  0.101
H -10.234 0.918 1.459  0.100
H -8.122 1.140 2.746  0.112
H -3.104 1.798 -1.722  0.110
H -0.672 1.931 -1.510  0.112
H -0.809 1.137 2.524  0.124
H -3.292 0.995 2.495  0.122
C 3.378 -6.248 0.258  -0.250
Si 2.461 -4.794 1.019  0.030
C 0.621 -5.175 0.930  -0.232
C 2.916 -4.718 2.841  -0.242
Se 2.974 -2.892 -0.023  0.401
H 3.090 -7.196 0.721  0.021
H 4.456 -6.119 0.382  0.019
H 3.174 -6.307 -0.813  0.017
H 0.390 -6.079 1.503  0.025
H 0.301 -5.340 -0.102  0.020
H 0.044 -4.347 1.348  0.005
H 2.769 -5.683 3.334  0.021
H 2.299 -3.973 3.350  0.022
H 3.961 -4.424 2.960  0.016


(2)
Here is C31H40N4OPdSSi as an isolated structure at a distorted geometry from the OMol25 dataset. Energies are from wB97M-V/def2-TZVPD.

Summary:
LUMO energy (spin up / spin down): -8.974 / -8.978 eV
Energy: -2314.575490 Eh
Charge: +2

Last column: Löwdin charge in e.
Positions of all 79 atoms, in Å:
Pd -0.642 0.012 -0.333  0.663
C -0.722 -3.191 -2.004  -0.022
C -1.322 -3.302 -0.647  -0.307
C -2.056 -4.450 -0.285  0.009
C -2.582 -4.548 0.972  0.034
C -2.327 -3.528 1.914  -0.142
C -2.764 -3.607 3.251  0.001
C -2.436 -2.618 4.152  -0.046
C -1.657 -1.537 3.756  -0.089
C -1.229 -1.400 2.436  -0.581
S -0.256 -0.043 2.032  0.831
C -1.567 -2.409 1.480  -0.230
N -1.121 -2.312 0.207  0.089
H -1.489 -3.184 -2.778  0.095
H -0.094 -4.064 -2.188  0.101
H -0.114 -2.282 -2.063  0.045
H -2.196 -5.235 -1.009  0.126
H -3.176 -5.399 1.266  0.132
H -3.322 -4.478 3.560  0.125
H -2.762 -2.690 5.177  0.119
H -1.366 -0.784 4.473  0.109
C -2.769 -0.170 -2.308  -0.170
Si -1.219 0.398 -3.302  0.509
C -1.122 -0.657 -4.890  -0.151
C -1.290 2.277 -3.651  -0.127
N 0.184 0.128 -2.278  -0.018
C 1.473 0.252 -2.559  -0.227
C 1.958 0.502 -3.870  0.036
C 3.295 0.634 -4.125  -0.007
C 4.229 0.531 -3.089  0.048
C 3.807 0.279 -1.798  0.046
C 2.460 0.126 -1.516  -0.117
O 1.969 -0.088 -0.268  -0.015
C 2.856 -0.288 0.797  -0.296
C 3.657 -1.420 0.865  -0.010
C 4.489 -1.598 1.958  -0.043
C 4.524 -0.655 2.974  -0.047
C 3.718 0.469 2.902  -0.044
C 2.880 0.658 1.816  -0.051
H -3.447 -0.698 -2.972  0.040
H -3.324 0.679 -1.919  0.010
H -2.555 -0.849 -1.470  0.000
H -2.115 -0.987 -5.175  0.040
H -0.497 -1.538 -4.772  0.032
H -0.732 -0.079 -5.724  0.034
H -2.243 2.537 -4.102  0.048
H -0.509 2.571 -4.345  0.033
H -1.167 2.866 -2.747  0.007
H 1.237 0.591 -4.664  0.105
H 3.630 0.829 -5.132  0.132
H 5.279 0.656 -3.293  0.140
H 4.525 0.207 -0.995  0.136
H 3.625 -2.150 0.071  0.130
H 5.112 -2.477 2.016  0.119
H 5.183 -0.792 3.817  0.118
H 3.748 1.206 3.688  0.119
H 2.258 1.537 1.749  0.096
C -1.077 6.220 -1.270  -0.052
C -1.231 5.629 0.130  -0.192
N -1.917 4.343 0.132  -0.074
C -3.374 4.392 0.124  -0.181
C -3.985 4.112 -1.248  -0.054
C -1.265 3.178 0.068  -0.433
C 0.239 3.178 0.036  -0.012
N -1.831 2.008 0.036  0.086
H -0.492 7.133 -1.206  0.086
H -2.043 6.474 -1.697  0.072
H -0.566 5.533 -1.940  0.066
H -1.818 6.316 0.744  0.128
H -0.257 5.526 0.607  0.112
H -3.668 5.392 0.441  0.127
H -3.768 3.689 0.867  0.126
H -3.674 4.860 -1.971  0.071
H -5.068 4.148 -1.174  0.088
H -3.696 3.134 -1.626  0.045
H 0.630 3.535 0.989  0.100
H 0.626 3.817 -0.754  0.088
H 0.580 2.145 -0.129  0.030
H -2.844 1.997 0.123  0.062